*1*
Below is the molecule C5H11F2N, with properties calculated with ωB97M-V/def2-TZVPD.

Summary:
- SMILES: CNC(C)(C)C(F)F
- Gap between HOMO and LUMO: 10.00 eV

Structure (XYZ):
```
19
Properties=species:S:1:pos:R:3:nbo_charge:R:1
C 1.29 1.58 0.64 -0.419
N 0.64 0.93 -0.48 -0.622
C -0.17 -0.26 -0.23 0.042
C 0.66 -1.35 0.46 -0.624
C -0.65 -0.78 -1.60 -0.605
C -1.41 0.01 0.62 0.556
F -2.09 1.09 0.10 -0.357
F -1.07 0.35 1.91 -0.353
H 2.03 0.89 1.09 0.193
H 0.63 1.92 1.47 0.183
H 1.84 2.43 0.24 0.202
H 0.05 1.59 -0.94 0.361
H 0.95 -1.08 1.49 0.224
H 0.10 -2.27 0.52 0.212
H 1.57 -1.53 -0.13 0.226
H -1.26 -1.67 -1.50 0.207
H -1.24 -0.02 -2.09 0.216
H 0.21 -0.99 -2.21 0.227
H -2.09 -0.82 0.65 0.130
```



*2*
Below is a structure of composition C5H11F2N, with properties calculated with ωB97M-V/def2-TZVPD.

Summary:
- Gap between HOMO and LUMO: 9.93 eV

Structure (XYZ):
```
19
Properties=species:S:1:pos:R:3:nbo_charge:R:1
C -0.39 -2.06 0.08 -0.393
C 0.02 0.31 -0.58 0.054
C -1.49 0.59 -1.01 -0.603
C 0.90 1.28 -1.44 -0.645
C 0.19 0.61 0.85 0.534
H -1.65 -1.47 0.12 0.178
H 0.06 -2.00 1.10 0.187
H -0.32 -3.06 -0.50 0.208
H 1.17 -1.05 -0.32 0.344
H -2.25 0.08 -0.51 0.215
H -1.49 1.74 -0.94 0.211
H -1.57 0.20 -2.09 0.230
H 0.71 2.39 -1.14 0.220
H 2.01 1.18 -1.36 0.226
H 0.78 0.91 -2.50 0.240
H -0.16 1.74 0.77 0.130
N 0.30 -1.08 -0.74 -0.649
F 1.43 0.38 1.53 -0.348
F -0.85 -0.10 1.26 -0.338
```



Verdict on stability: *1* comes out on top.



*1*
Below is a structure of composition C15H10MoN5O4S2, with properties calculated with ωB97M-V/def2-TZVPD.

Summary:
- Gap between HOMO and LUMO (alpha / beta): 4.41 / 4.40 eV
- Charge: +3

Structure (XYZ):
```
37
Properties=species:S:1:pos:R:3:lowdin_charge:R:1
Mo -1.59 -0.59 1.08 1.299
S -3.86 -0.05 0.43 0.808
C -3.58 -1.10 -0.87 -1.075
S -2.10 -1.97 -0.82 0.720
C -4.51 -1.26 -1.94 -0.221
C -4.20 -2.14 -2.99 -0.147
N -3.86 -2.84 -3.85 0.307
C -5.73 -0.55 -1.92 -0.143
N -6.71 0.05 -1.91 0.317
C -0.95 4.97 0.69 0.051
N -1.04 3.61 1.26 -0.080
C -1.15 3.32 2.60 0.009
C -1.25 1.97 2.70 -0.075
N -1.19 1.44 1.42 -0.167
C -1.07 2.48 0.58 -0.121
H -0.54 5.63 1.45 0.111
H -1.94 5.31 0.39 0.115
H -0.28 4.95 -0.17 0.108
H -1.16 4.09 3.35 0.154
H -1.36 1.36 3.58 0.124
H -1.00 2.42 -0.50 0.153
O 5.18 -4.64 1.71 0.457
C 4.75 -3.88 1.02 0.112
O -1.75 -1.35 2.50 -0.324
C 4.20 -2.92 0.14 -0.123
C 4.96 -2.57 -0.99 0.085
C 4.45 -1.62 -1.86 0.037
C 3.21 -1.04 -1.61 0.097
C 2.49 -1.43 -0.47 -0.086
C 2.95 -2.36 0.43 0.117
N 1.19 -0.80 -0.25 -0.280
O 0.53 -1.17 0.74 -0.109
O 0.77 0.02 -1.02 0.147
H 5.92 -3.03 -1.18 0.161
H 5.01 -1.34 -2.74 0.150
H 2.80 -0.31 -2.29 0.150
H 2.38 -2.64 1.30 0.157
```



*2*
Below is a structure of composition C15H10MoN5O4S2, with properties calculated with ωB97M-V/def2-TZVPD.

Summary:
- Gap between HOMO and LUMO (alpha / beta): 4.60 / 4.08 eV
- Charge: +3

Structure (XYZ):
```
37
Properties=species:S:1:pos:R:3:nbo_charge:R:1
Mo 0.42 0.36 1.02 1.293
S 2.60 -0.12 0.90 0.417
C 2.30 0.67 2.46 -0.440
S 0.79 0.21 3.20 0.489
C 3.25 1.49 3.06 0.008
C 3.03 2.03 4.35 0.151
N 2.85 2.50 5.38 0.025
C 4.48 1.74 2.40 0.153
N 5.47 1.91 1.83 0.015
C -1.85 5.26 0.00 -0.421
N -0.82 4.20 0.13 -0.238
C 0.51 4.35 -0.22 0.004
C 1.13 3.18 0.04 -0.068
N 0.16 2.29 0.56 -0.600
C -1.01 2.99 0.59 0.270
H -1.36 6.20 -0.23 0.262
H -2.40 5.35 0.94 0.256
H -2.53 4.99 -0.80 0.259
H 0.90 5.27 -0.62 0.290
H 2.15 2.89 -0.13 0.262
H -1.96 2.61 0.94 0.258
O -3.20 -0.77 -0.52 -0.285
C -2.48 -1.57 -0.19 0.909
O -0.85 -0.61 0.46 -0.558
C -2.30 -2.97 -0.01 -0.310
C -1.05 -3.62 0.02 -0.103
C -1.02 -4.99 0.16 -0.191
C -2.21 -5.71 0.30 -0.084
C -3.42 -5.04 0.26 0.109
C -3.51 -3.68 0.09 -0.102
N -4.69 -5.81 0.40 0.514
O -5.70 -5.15 0.46 -0.327
O -4.58 -7.00 0.44 -0.295
H -0.13 -3.08 -0.14 0.223
H -0.07 -5.52 0.15 0.266
H -2.20 -6.79 0.42 0.295
H -4.47 -3.20 0.04 0.293
```



Verdict on stability: *1* comes out on top.



*1*
Below is the molecule C17H29N5O7, with properties calculated with ωB97M-V/def2-TZVPD.

Summary:
- SMILES: COCCOCC(=O)NC[C@@]1(OC)CCN(C(=O)CCCn2c(O)nnc2O)C1
- Gap between HOMO and LUMO: 8.63 eV

Structure (XYZ):
```
58
Properties=species:S:1:pos:R:3:nbo_charge:R:1
C 8.00 0.56 0.34 -0.254
O 6.69 0.03 0.45 -0.562
C 6.28 -0.09 1.81 -0.081
C 4.78 -0.27 1.87 -0.092
O 4.46 -1.43 1.11 -0.528
C 3.18 -1.99 1.25 -0.147
C 1.97 -1.06 1.35 0.662
O 2.02 0.16 1.41 -0.633
N 0.80 -1.75 1.39 -0.621
C -0.49 -1.12 1.46 -0.268
C -1.23 -1.16 0.12 0.266
O -1.16 -2.45 -0.46 -0.540
C -1.88 -3.46 0.22 -0.255
C -2.66 -0.62 0.27 -0.445
C -2.49 0.89 0.24 -0.213
N -1.29 1.08 -0.57 -0.438
C -0.92 2.33 -0.92 0.695
O -1.57 3.30 -0.56 -0.631
C 0.35 2.50 -1.72 -0.490
C 1.52 2.82 -0.79 -0.414
C 2.76 3.24 -1.58 -0.207
N 3.90 3.44 -0.71 -0.411
C 4.87 2.53 -0.38 0.623
O 4.91 1.37 -1.01 -0.694
N 5.66 2.97 0.55 -0.404
N 5.19 4.25 0.89 -0.375
C 4.17 4.48 0.14 0.604
O 3.40 5.58 0.10 -0.667
C -0.61 -0.17 -0.87 -0.231
H 8.25 0.58 -0.72 0.195
H 8.03 1.58 0.74 0.200
H 8.72 -0.08 0.86 0.170
H 6.80 -0.94 2.26 0.173
H 6.53 0.83 2.35 0.198
H 4.49 -0.38 2.92 0.173
H 4.28 0.61 1.47 0.214
H 3.04 -2.63 0.38 0.207
H 3.14 -2.63 2.14 0.181
H 0.83 -2.73 1.16 0.398
H -1.09 -1.60 2.24 0.201
H -0.34 -0.08 1.76 0.250
H -1.74 -4.38 -0.35 0.202
H -1.51 -3.62 1.24 0.158
H -2.95 -3.24 0.27 0.175
H -3.25 -0.96 -0.59 0.222
H -3.16 -0.96 1.18 0.218
H -3.34 1.41 -0.21 0.223
H -2.35 1.32 1.23 0.201
H 0.58 1.62 -2.33 0.207
H 0.18 3.34 -2.40 0.233
H 1.23 3.64 -0.12 0.225
H 1.77 1.96 -0.17 0.236
H 3.04 2.48 -2.30 0.222
H 2.57 4.17 -2.12 0.213
H 5.57 0.80 -0.54 0.525
H 3.75 6.18 0.77 0.505
H 0.47 -0.09 -0.74 0.221
H -0.81 -0.52 -1.89 0.206
```



*2*
Below is the molecule C17H29N5O7, with properties calculated with ωB97M-V/def2-TZVPD.

Summary:
- SMILES: COCCOCC(=O)NC[C@@]1(OC)CCN(C(=O)CCCn2c(O)nnc2O)C1
- Gap between HOMO and LUMO: 9.56 eV

Structure (XYZ):
```
58
Properties=species:S:1:pos:R:3:nbo_charge:R:1
C 0.61 4.64 0.50 -0.245
O 1.52 3.93 -0.30 -0.539
C 0.88 3.23 -1.35 -0.086
C 1.89 2.37 -2.04 -0.079
O 2.31 1.33 -1.16 -0.574
C 3.17 0.38 -1.79 -0.152
C 2.39 -0.87 -2.19 0.653
O 2.41 -1.30 -3.33 -0.637
N 1.71 -1.40 -1.16 -0.646
C 0.71 -2.43 -1.28 -0.266
C -0.70 -1.92 -1.60 0.268
O -0.82 -1.41 -2.91 -0.540
C -0.56 -2.32 -3.96 -0.264
C -1.71 -3.03 -1.25 -0.445
C -1.91 -2.87 0.25 -0.218
N -1.76 -1.42 0.46 -0.420
C -2.17 -0.86 1.60 0.708
O -2.58 -1.55 2.54 -0.706
C -2.19 0.66 1.70 -0.502
C -2.06 1.13 3.14 -0.417
C -0.60 1.27 3.60 -0.214
N 0.27 0.26 3.03 -0.417
C 1.12 0.42 1.99 0.634
O 1.31 1.62 1.46 -0.691
N 1.65 -0.71 1.63 -0.425
N 1.10 -1.70 2.45 -0.325
C 0.30 -1.10 3.27 0.602
O -0.44 -1.65 4.23 -0.693
C -1.14 -0.77 -0.68 -0.234
H 1.18 5.14 1.28 0.199
H 0.06 5.39 -0.08 0.166
H -0.11 3.95 0.97 0.165
H 0.07 2.60 -0.95 0.170
H 0.44 3.93 -2.07 0.178
H 1.44 1.93 -2.94 0.190
H 2.76 2.97 -2.34 0.186
H 3.63 0.80 -2.68 0.204
H 3.95 0.12 -1.07 0.209
H 1.86 -1.04 -0.22 0.443
H 1.01 -3.14 -2.06 0.227
H 0.69 -2.97 -0.33 0.223
H -0.91 -1.84 -4.87 0.196
H 0.51 -2.52 -4.06 0.205
H -1.11 -3.26 -3.83 0.160
H -2.65 -2.83 -1.78 0.221
H -1.37 -4.02 -1.51 0.223
H -2.89 -3.19 0.60 0.226
H -1.16 -3.41 0.84 0.211
H -1.43 1.11 1.05 0.221
H -3.16 0.96 1.30 0.245
H -2.54 2.11 3.27 0.217
H -2.59 0.43 3.78 0.239
H -0.19 2.23 3.29 0.224
H -0.53 1.21 4.69 0.226
H 1.83 1.54 0.63 0.538
H -1.34 -1.81 3.86 0.526
H -0.29 -0.15 -0.39 0.219
H -1.85 -0.15 -1.24 0.213
```



Verdict on stability: *2* comes out on top.



*1*
Below is the molecule C5H9NOSe, with properties calculated with ωB97M-V/def2-TZVPD.

Summary:
- SMILES: CC1(C)[Se]CNC1=O
- Gap between HOMO and LUMO (alpha / beta): 8.38 / 8.38 eV

Structure (XYZ):
```
17
Properties=species:S:1:pos:R:3:nbo_charge:R:1
C 0.02 0.61 -1.81 -0.696
C -0.01 0.06 -0.50 0.053
C -0.57 -1.41 -0.46 -0.673
Se -1.29 1.70 0.79 0.054
C 0.02 1.05 2.14 -0.392
N 1.26 0.77 1.49 -0.651
C 1.32 0.13 0.32 0.630
O 2.31 -0.38 -0.14 -0.595
H -0.92 0.47 -2.39 0.225
H 0.76 -0.04 -2.28 0.242
H 0.27 1.69 -1.84 0.237
H -0.43 -2.03 -1.45 0.228
H -1.61 -1.25 -0.39 0.234
H -0.19 -2.05 0.37 0.228
H -0.46 0.09 2.59 0.213
H 0.12 1.95 2.97 0.241
H 2.16 1.21 1.72 0.422
```



*2*
Below is the molecule C5H9NOSe, with properties calculated with ωB97M-V/def2-TZVPD.

Summary:
- SMILES: CC[C@@](O)(C#N)[Se]C
- Gap between HOMO and LUMO: 9.35 eV

Structure (XYZ):
```
17
Properties=species:S:1:pos:R:3:nbo_charge:R:1
C 2.52 0.38 0.61 -0.636
C 1.09 0.95 0.72 -0.364
C -0.08 -0.04 -0.28 0.069
O 0.05 -0.06 -1.60 -0.662
C 0.02 -1.33 0.34 0.206
N 0.19 -2.31 0.89 -0.304
Se -1.87 0.71 0.41 0.233
C -2.89 -0.60 -0.57 -0.780
H 2.94 0.86 -0.37 0.211
H 2.55 -0.67 0.63 0.228
H 3.20 0.74 1.41 0.226
H 0.60 0.86 1.67 0.212
H 0.90 1.95 0.38 0.201
H -0.07 0.81 -1.80 0.476
H -3.04 0.05 -1.43 0.222
H -2.26 -1.44 -0.72 0.231
H -3.84 -0.88 -0.29 0.230
```



Verdict on stability: *1* comes out on top.